Record 1
Density functional theory data (the ωB97M-V functional and the def2-TZVPD basis) for a structure of composition C49H45F5N2O2P3S5Sc.

Properties
Energy relative to the best compared isomer or geometry (same formula, charge and spin), eV: 0.000
Net charge: -2
Largest force on an atom, eV/A: 2.87

Atoms and positions in Å:
Sc -22.10 3.49 -10.92
S -25.31 4.23 -12.23
P -25.17 3.99 -10.27
C -23.81 3.23 -9.52
P -23.86 1.49 -9.58
S -22.29 0.69 -10.55
C -23.79 0.92 -7.87
C -23.48 -0.41 -7.58
C -23.41 -0.82 -6.25
C -23.66 0.09 -5.22
C -23.95 1.41 -5.52
C -24.02 1.83 -6.85
C -25.30 0.62 -10.24
C -25.40 0.53 -11.63
C -26.47 -0.14 -12.21
C -27.45 -0.72 -11.40
C -27.36 -0.61 -10.02
C -26.29 0.05 -9.43
C -25.16 5.62 -9.49
C -24.18 5.99 -8.57
C -24.21 7.27 -8.01
C -25.21 8.17 -8.37
C -26.19 7.80 -9.29
C -26.17 6.51 -9.84
C -26.77 3.34 -9.69
C -27.66 2.81 -10.60
C -28.87 2.26 -10.17
C -29.18 2.26 -8.82
C -28.30 2.81 -7.90
C -27.08 3.36 -8.33
H -23.28 -1.11 -8.40
H -23.16 -1.86 -6.01
H -23.61 -0.24 -4.19
H -24.12 2.13 -4.73
H -24.21 2.88 -7.11
H -24.61 0.97 -12.25
H -26.53 -0.22 -13.29
H -28.29 -1.24 -11.85
H -28.14 -1.05 -9.38
H -26.22 0.13 -8.34
H -23.39 5.30 -8.29
H -23.44 7.56 -7.30
H -25.21 9.16 -7.93
H -26.96 8.51 -9.58
H -26.91 6.19 -10.57
H -27.40 2.81 -11.67
H -29.56 1.82 -10.89
H -30.12 1.82 -8.47
H -28.53 2.82 -6.84
H -26.40 3.81 -7.61
C -22.21 6.94 -11.22
N -22.22 5.58 -11.75
C -22.27 5.49 -13.06
C -22.32 4.26 -13.71
C -22.51 3.98 -15.10
C -22.55 2.57 -15.21
C -22.39 2.06 -13.93
N -22.24 3.06 -13.01
C -20.89 7.24 -10.57
C -20.11 8.32 -10.99
C -18.89 8.59 -10.39
C -18.42 7.76 -9.37
C -19.18 6.68 -8.95
C -20.42 6.43 -9.54
H -23.01 7.05 -10.49
H -22.39 7.65 -12.03
H -22.29 6.39 -13.70
H -22.61 4.73 -15.88
H -22.70 2.01 -16.13
H -22.35 1.02 -13.61
H -20.46 8.95 -11.81
H -18.30 9.44 -10.73
H -17.45 7.97 -8.91
H -18.80 6.03 -8.17
H -21.01 5.58 -9.19
C -19.04 2.26 -14.52
C -17.93 1.81 -13.61
C -18.33 0.64 -12.74
O -17.46 2.91 -12.78
P -18.36 4.06 -12.06
S -19.04 5.42 -13.29
S -19.57 3.14 -10.72
O -17.20 4.81 -11.28
C -16.12 4.32 -10.42
C -14.93 3.97 -11.29
C -16.54 3.17 -9.55
H -19.30 1.44 -15.21
H -18.77 3.14 -15.10
H -19.94 2.52 -13.95
H -17.03 1.56 -14.20
H -19.24 0.86 -12.17
H -17.55 0.37 -12.02
H -18.50 -0.23 -13.39
H -15.91 5.21 -9.81
H -15.16 3.11 -11.91
H -14.06 3.72 -10.65
H -14.62 4.80 -11.94
H -16.74 2.26 -10.14
H -17.42 3.38 -8.93
H -15.71 2.93 -8.85
F -19.27 6.67 -3.20
C -19.68 5.93 -4.24
C -18.75 5.25 -5.03
F -17.44 5.34 -4.76
C -19.20 4.47 -6.10
F -18.25 3.80 -6.79
C -20.55 4.32 -6.45
S -21.08 3.29 -7.69
C -21.45 5.04 -5.63
F -22.78 4.98 -5.87
C -21.04 5.81 -4.54
F -21.95 6.42 -3.76

---

Record 2
Density functional theory data (the ωB97M-V functional and the def2-TZVPD basis) for a structure of composition C49H45F7NbO2.

Properties
Energy relative to the best compared isomer or geometry (same formula, charge and spin), eV: 0.000
Net charge: -1
Largest force on an atom, eV/A: 4.91

Atoms and positions in Å:
O -0.14 2.34 0.24
C -0.16 3.61 0.12
O 0.93 4.48 0.37
Nb 1.57 5.53 -1.35
C -1.60 4.24 -0.28
C -2.54 3.58 -1.33
C -3.87 4.32 -1.66
C -4.18 5.67 -0.95
C -3.26 6.33 0.12
C -1.94 5.59 0.45
H 3.30 5.20 -0.84
H 1.52 4.07 -2.42
H -0.11 5.92 -1.90
H 1.51 7.08 -0.36
H 2.18 6.54 -2.73
H -2.22 2.59 -1.82
H -4.56 3.86 -2.44
H -5.14 6.22 -1.22
H -3.48 7.31 0.66
H -1.19 6.04 1.20
F -6.23 0.83 0.56
C -5.00 0.52 1.00
C -4.75 -0.76 1.49
C -3.48 -1.09 1.93
C -2.46 -0.14 1.88
C -2.71 1.14 1.39
C -3.99 1.47 0.94
H -5.56 -1.48 1.53
H -3.28 -2.08 2.31
H -1.46 -0.40 2.23
H -1.92 1.88 1.36
H -4.20 2.45 0.54
F 4.44 -2.79 -2.33
C 3.51 -1.89 -1.94
C 3.85 -0.89 -1.05
C 2.89 0.04 -0.66
C 1.59 -0.05 -1.16
C 1.26 -1.07 -2.05
C 2.22 -1.99 -2.45
H 4.86 -0.84 -0.67
H 3.15 0.83 0.03
H 0.84 0.67 -0.85
H 0.25 -1.14 -2.44
H 1.98 -2.78 -3.15
F -4.18 7.31 -3.77
C -5.36 7.09 -4.36
C -5.60 5.87 -4.97
C -6.83 5.64 -5.59
C -7.79 6.64 -5.59
C -7.54 7.87 -4.98
C -6.32 8.09 -4.36
H -4.83 5.10 -4.97
H -7.03 4.69 -6.06
H -8.75 6.47 -6.08
H -8.29 8.65 -4.99
H -6.10 9.03 -3.87
F 7.95 -0.93 5.26
C 7.65 -1.17 3.97
C 8.65 -1.62 3.12
C 8.34 -1.88 1.79
C 7.05 -1.68 1.32
C 6.06 -1.22 2.19
C 6.36 -0.98 3.52
H 9.66 -1.76 3.50
H 9.12 -2.23 1.11
H 6.81 -1.87 0.28
H 5.05 -1.07 1.82
H 5.60 -0.63 4.21
F 1.53 -0.77 -6.56
C 1.76 -2.04 -6.91
C 2.50 -2.85 -6.08
C 2.74 -4.18 -6.45
C 2.22 -4.66 -7.65
C 1.48 -3.83 -8.48
C 1.24 -2.51 -8.11
H 2.90 -2.46 -5.15
H 3.31 -4.83 -5.80
H 2.41 -5.69 -7.93
H 1.09 -4.21 -9.42
H 0.65 -1.85 -8.74
F -2.85 -4.04 2.56
C -3.73 -4.88 3.12
C -3.85 -6.17 2.63
C -4.76 -7.04 3.21
C -5.56 -6.60 4.27
C -5.44 -5.30 4.75
C -4.52 -4.43 4.17
H -3.22 -6.49 1.80
H -4.85 -8.06 2.85
H -6.28 -7.28 4.72
H -6.06 -4.96 5.57
H -4.40 -3.42 4.54
F 5.18 -2.03 9.20
C 5.07 -3.00 8.28
C 4.39 -4.16 8.60
C 4.28 -5.17 7.65
C 4.86 -5.01 6.39
C 5.55 -3.84 6.08
C 5.65 -2.83 7.03
H 3.95 -4.28 9.58
H 3.74 -6.08 7.89
H 4.77 -5.80 5.65
H 6.00 -3.72 5.11
H 6.17 -1.91 6.80

---

Number 1: LUMO energy 4.1 eV, HOMO level -2.117 eV. Number 2: LUMO energy 2.1 eV, HOMO level -5.251 eV.